Formula: C21H43N2P3PrSSe
Source: the Open Molecules 2025 dataset
Level of theory: ωB97M-V/def2-TZVPD

Geometry as XYZ:
```
72
Properties=species:S:1:pos:R:3:lowdin_charge:R:1
Pr -0.206 -0.093 1.184 0.3574
P -0.759 -2.917 -0.110 0.7447
P 2.418 -1.200 0.703 0.6601
P -2.354 0.188 -0.828 0.6755
H 3.325 6.253 -2.257 0.0561
C 2.401 6.753 -1.921 -0.0870
C 1.997 6.559 -0.609 -0.0632
H 2.631 6.080 0.159 0.0599
C -0.155 -3.244 -1.822 -0.2339
C 0.092 -4.157 0.938 -0.2441
C -2.520 -3.459 -0.201 -0.2365
C 3.279 0.433 0.490 -0.2633
C 3.417 -1.960 2.025 -0.2433
C 3.102 -2.069 -0.755 -0.2584
C -2.317 1.987 -1.275 -0.2397
C -4.042 0.033 -0.134 -0.2422
C -2.629 -0.495 -2.509 -0.2495
H 1.969 7.373 -2.779 0.0982
H 1.066 6.969 -0.219 0.0473
H -0.286 -4.309 -2.092 0.0826
H 0.907 -2.995 -1.923 0.0123
H -0.693 -2.653 -2.575 0.0397
H -0.157 -5.147 0.527 0.0707
H -0.252 -4.144 1.985 0.0386
H 1.189 -4.065 0.961 0.0394
H -2.496 -4.544 -0.394 0.0731
H -3.089 -2.980 -1.011 0.0379
H -3.096 -3.320 0.729 0.0460
H 4.290 0.366 0.918 0.0757
H 2.719 1.196 1.056 0.0396
H 3.354 0.752 -0.564 0.0377
H 4.380 -2.252 1.564 0.0689
H 2.882 -2.858 2.393 0.0506
H 3.585 -1.240 2.847 0.0692
H 4.161 -2.213 -0.504 0.0687
H 2.995 -1.445 -1.653 0.0254
H 2.636 -3.051 -0.896 0.0398
H -3.275 2.289 -1.725 0.0732
H -1.501 2.221 -1.972 0.0394
H -2.170 2.558 -0.348 0.0551
H -4.617 0.792 -0.697 0.0652
H -4.025 0.275 0.944 0.0147
H -4.493 -0.972 -0.292 0.0653
H -3.513 -0.001 -2.939 0.0788
H -2.815 -1.579 -2.465 0.0298
H -1.751 -0.284 -3.135 0.0270
C 1.316 1.749 -2.903 -0.4778
C 1.753 2.798 -2.114 -0.1666
C 2.066 3.986 -2.732 -0.0730
C 1.979 4.198 -4.094 -0.0080
C 1.565 3.142 -4.924 -0.0155
C 1.227 1.910 -4.324 -0.0578
Se 0.840 0.227 -1.743 0.9753
H 0.300 1.381 -0.200 -0.0271
H 1.786 2.747 -1.026 0.0816
H 2.327 4.732 -2.004 0.0363
H 2.230 5.170 -4.489 0.1222
H 1.504 3.248 -6.007 0.1293
H 0.889 1.044 -4.900 0.1142
C -1.797 -0.108 6.036 0.0009
N -1.901 -1.253 5.125 -0.1140
C -1.962 -2.596 5.447 0.0169
C -2.058 -3.293 4.284 -0.0280
N -2.059 -2.370 3.254 0.0849
C -1.957 -1.093 3.782 -0.7040
S -2.121 0.469 3.116 0.7043
H -0.777 0.305 5.945 0.1137
H -2.612 0.596 5.773 0.0981
H -1.916 -0.496 7.048 0.1112
H -1.931 -2.955 6.458 0.1484
H -2.135 -4.351 4.122 0.1377
H -2.141 -2.619 2.256 0.0942
```

Output
DFT total energy: -5275.1322 hartree
energy above the lowest of the compared OMol25 structures with the same formula, charge and spin: 0.0 kcal/mol
HOMO (spin up / spin down): -15.5003 / -15.5009 eV
lowest unoccupied orbital energy (spin up / spin down): -11.169 / -11.103 eV
orbital gap (spin up / spin down): 4.3 / 4.4 eV
multiplicity: 3
strongest force on any atom: 3.057 eV Å⁻¹
⟨S²⟩: 2.006
charge: +3

---

Formula: C21H43N2P3RuS
Source: the Open Molecules 2025 dataset
Level of theory: ωB97M-V/def2-TZVPD

Geometry as XYZ:
```
71
Properties=species:S:1:pos:R:3:lowdin_charge:R:1
Ru 0.062 -0.393 0.417 0.5080
P -1.238 -1.626 -0.782 0.6314
P -1.020 -0.855 2.357 0.7178
P 1.459 -2.055 0.858 0.6639
H 4.646 1.906 -1.031 0.0971
C 4.401 0.937 -1.472 -0.0053
C 4.487 0.868 -2.817 0.0562
H 4.530 1.795 -3.392 0.0897
C -2.474 -0.704 -1.792 -0.2355
C -2.287 -2.984 -0.087 -0.2176
C -0.349 -2.500 -2.145 -0.2413
C -0.370 0.196 3.702 -0.2299
C -2.840 -0.552 2.410 -0.2178
C -1.000 -2.492 3.221 -0.2322
C 2.539 -1.886 -0.604 -0.2324
C 1.081 -3.856 1.102 -0.2000
C 2.653 -1.829 2.232 -0.2280
H 4.364 0.051 -0.853 0.0489
H 4.726 -0.041 -3.386 0.0965
H -2.027 0.249 -2.120 0.0389
H -3.380 -0.502 -1.198 0.0441
H -2.734 -1.303 -2.682 0.0663
H -3.004 -2.586 0.646 0.0320
H -1.662 -3.739 0.414 0.0342
H -2.841 -3.462 -0.913 0.0796
H 0.452 -1.845 -2.527 0.0135
H -1.054 -2.680 -2.972 0.0671
H 0.078 -3.450 -1.781 0.0550
H -0.736 -0.163 4.675 0.0733
H -0.692 1.230 3.543 0.0464
H 0.725 0.176 3.692 0.0412
H -3.281 -1.080 3.270 0.0789
H -3.336 -0.894 1.493 0.0227
H -3.035 0.523 2.505 0.0510
H -1.641 -2.448 4.113 0.0768
H 0.017 -2.745 3.543 0.0408
H -1.363 -3.292 2.566 0.0356
H 3.382 -2.584 -0.535 0.0881
H 2.905 -0.855 -0.662 -0.0097
H 1.972 -2.099 -1.513 0.0154
H 2.024 -4.405 1.257 0.0808
H 0.563 -4.283 0.234 0.0406
H 0.456 -4.019 1.991 0.0291
H 3.592 -2.349 1.977 0.0717
H 2.263 -2.240 3.173 0.0574
H 2.872 -0.762 2.358 0.0461
C 0.915 1.931 -3.023 -0.6222
C 1.196 1.238 -1.841 -0.1417
C 1.817 1.912 -0.799 -0.1100
C 1.774 3.310 -0.766 -0.0601
C 1.118 4.010 -1.785 -0.0069
C 0.701 3.319 -2.919 -0.0081
S 0.723 1.067 -4.508 1.0036
H 1.914 0.469 -4.492 -0.0955
H 0.923 0.169 -1.761 0.0567
H 2.291 1.356 0.024 0.1069
H 2.153 3.848 0.107 0.1395
H 0.865 5.071 -1.669 0.1439
H 0.190 3.800 -3.757 0.1409
C -4.095 3.627 0.127 0.0295
N -2.777 2.998 0.263 -0.0819
C -1.601 3.683 0.517 -0.0123
C -0.660 2.738 0.827 -0.1369
N -1.170 1.485 0.542 -0.0714
C -2.474 1.673 0.290 -0.1573
H -4.173 4.484 0.814 0.1168
H -4.249 3.982 -0.899 0.1099
H -4.870 2.899 0.367 0.1044
H -1.488 4.757 0.466 0.1442
H 0.344 2.865 1.222 0.1091
H -3.255 0.937 0.168 0.1124
```

Output
DFT total energy: -2451.4065 hartree
energy above the lowest of the compared OMol25 structures with the same formula, charge and spin: 67.2 kcal/mol
HOMO (spin up / spin down): -14.3222 / -17.5024 eV
lowest unoccupied orbital energy (spin up / spin down): -8.865 / -12.852 eV
orbital gap (spin up / spin down): 5.5 / 4.7 eV
multiplicity: 6
strongest force on any atom: 4.001 eV Å⁻¹
⟨S²⟩: 8.775
charge: +3

---

Formula: C21H43O3P3Pb
Source: the Open Molecules 2025 dataset
Level of theory: ωB97M-V/def2-TZVPD

Geometry as XYZ:
```
71
Properties=species:S:1:pos:R:3:lowdin_charge:R:1
P 3.666 -0.248 0.041 0.8102
C 4.431 -0.532 1.673 -0.2446
H 5.502 -0.304 1.707 0.0715
H 4.270 -1.575 1.991 0.0515
H 3.919 0.136 2.386 0.0470
C 4.005 -1.801 -0.880 -0.2891
H 3.636 -1.712 -1.918 0.0150
H 3.439 -2.604 -0.376 0.0408
H 5.073 -2.076 -0.917 0.0751
C 4.743 0.939 -0.844 -0.2749
H 5.802 0.653 -0.866 0.0705
H 4.666 1.923 -0.358 0.0513
H 4.378 1.032 -1.882 0.0293
P -1.013 3.786 -0.308 0.9571
C -1.203 4.979 1.059 -0.1951
H -1.598 5.939 0.710 0.0928
H -0.226 5.139 1.535 0.0747
H -1.895 4.547 1.800 0.0734
C 0.082 4.659 -1.487 -0.2207
H 0.114 4.124 -2.452 0.0380
H 1.098 4.669 -1.059 0.0678
H -0.240 5.695 -1.664 0.0926
C -2.635 3.855 -1.153 -0.2236
H -2.942 4.885 -1.375 0.0909
H -3.388 3.404 -0.490 0.0621
H -2.584 3.267 -2.085 0.0392
P -3.055 -2.007 0.218 0.9578
C -3.954 -2.592 1.684 -0.1819
H -4.412 -3.572 1.498 0.0943
H -4.742 -1.871 1.953 0.0807
H -3.241 -2.686 2.520 0.0675
C -4.243 -1.852 -1.161 -0.2044
H -4.973 -2.678 -1.210 0.0979
H -3.702 -1.793 -2.126 0.0434
H -4.807 -0.914 -1.015 0.0695
C -2.014 -3.450 -0.249 -0.1958
H -2.590 -4.397 -0.276 0.1002
H -1.197 -3.575 0.487 0.0511
H -1.552 -3.281 -1.240 0.0386
Pb 0.128 -0.043 -2.186 1.4681
C 1.044 1.491 0.374 -0.1647
O 1.139 1.968 1.425 0.0269
C -1.839 0.243 0.449 -0.0808
O -1.877 0.906 1.432 0.0408
C -1.329 -0.101 -4.180 -0.1204
C -0.655 -1.352 -4.135 -0.1168
C 0.752 -1.397 -4.098 -0.1368
C 1.513 -0.209 -4.211 -0.0921
C 0.846 1.056 -4.239 -0.1080
C -0.574 1.098 -4.266 -0.1121
H -2.419 -0.070 -4.193 0.1520
H -1.237 -2.282 -4.192 0.1617
H 1.271 -2.366 -4.048 0.1675
H 2.597 -0.258 -4.319 0.1605
H 1.422 1.980 -4.270 0.1556
H -1.086 2.056 -4.385 0.1530
C -1.195 -0.586 4.546 -0.0586
C 0.033 -0.106 3.793 -0.2697
O 0.265 -0.740 2.524 -0.2545
C 0.618 -2.132 2.532 -0.2763
C 1.539 -2.620 3.663 -0.0576
H -2.108 -0.399 3.955 0.0633
H -1.282 -0.011 5.480 0.1031
H -1.136 -1.652 4.812 0.0815
H -0.092 0.945 3.529 0.0986
H 0.932 -0.202 4.422 0.1271
H -0.322 -2.727 2.536 0.0970
H 1.114 -2.303 1.556 0.0990
H 1.047 -2.559 4.659 0.0911
H 1.774 -3.685 3.477 0.0987
H 2.500 -2.057 3.685 0.0814
```

Output
DFT total energy: -2266.8762 hartree
energy above the lowest of the compared OMol25 structures with the same formula, charge and spin: 8.9 kcal/mol
HOMO (spin up / spin down): -18.6397 / -18.0211 eV
lowest unoccupied orbital energy (spin up / spin down): -14.230 / -14.574 eV
orbital gap (spin up / spin down): 4.4 / 3.4 eV
strongest force on any atom: 6.557 eV Å⁻¹
charge: +4